[1]
Entry from the Open Molecules 2025 dataset: a cluster of 9 separate species, C45H108N6O3 in total (ωB97M-V with the def2-TZVPD basis set).

Structure (XYZ):
```
162
Properties=species:S:1:pos:R:3:forces:R:3
C -7.1174 0.1478 -2.8363 0.0 0.4 -0.6
C -6.6463 -0.6148 -4.1059 -1.4 1.2 1.6
N -5.7180 -1.6204 -3.7263 2.3 -0.2 -0.2
C -5.5237 -2.5798 -4.7881 -1.4 -1.3 -0.2
C -6.7534 -3.5399 -4.9051 0.9 1.0 -0.1
C -4.4026 -1.0578 -3.3306 0.8 -1.9 1.4
C -3.3969 -2.1451 -2.7662 -0.6 0.3 -0.2
H -6.3384 0.6417 -2.2554 0.4 -0.3 -0.2
H -7.6396 -0.5087 -2.1403 -0.2 0.0 -0.2
H -7.7308 0.9911 -3.1537 -0.5 -0.2 0.1
H -7.5452 -1.0434 -4.5491 0.1 -0.4 0.1
H -6.3384 0.1114 -4.8582 0.8 0.2 -0.2
H -5.3853 -2.0754 -5.7444 0.4 0.1 -0.4
H -4.6858 -3.2444 -4.5773 0.2 0.4 0.0
H -7.0362 -3.7959 -3.8840 -0.1 -0.4 -0.2
H -7.5926 -3.0574 -5.4063 0.0 -0.1 0.0
H -6.4154 -4.3897 -5.4982 -0.4 -0.2 0.2
H -4.5239 -0.4596 -2.4275 -0.3 0.5 -0.5
H -3.8189 -0.5332 -4.0869 -0.5 0.5 -0.5
H -3.9387 -2.7518 -2.0406 0.2 0.0 0.1
H -2.5534 -1.6500 -2.2851 -0.2 0.3 0.4
H -2.8818 -2.8173 -3.4523 -0.5 0.0 -0.4
C -0.7672 0.1631 4.1746 -0.7 -0.7 0.0
C -1.3240 0.1037 5.6052 0.5 1.0 -0.3
N -0.9673 -1.0615 6.4178 -0.2 0.4 -1.1
C -1.7198 -2.2499 5.9691 1.7 -1.2 1.5
C -0.7999 -3.5066 6.3488 -1.3 0.6 -0.3
C -1.1721 -0.8234 7.8530 0.4 0.4 -0.8
C -0.2904 0.3066 8.3767 -0.1 -0.1 0.8
H 0.3085 0.3098 4.0770 0.1 0.0 0.3
H -1.2826 0.9633 3.6435 0.2 0.2 0.0
H -1.0410 -0.7470 3.6408 0.2 -0.2 -0.1
H -1.0054 1.0491 6.0442 0.4 -0.3 0.5
H -2.3943 0.2982 5.5371 -0.6 -0.6 0.0
H -2.6683 -2.2763 6.5054 -0.3 -0.3 0.1
H -1.9738 -2.2731 4.9093 0.4 0.3 0.0
H 0.2075 -3.3445 5.9653 -0.2 -0.1 -0.3
H -0.6936 -3.6811 7.4194 -0.1 0.5 0.1
H -1.2508 -4.4364 6.0021 0.2 0.0 -0.4
H -0.9729 -1.7387 8.4104 0.1 0.0 -0.2
H -2.2255 -0.5930 8.0123 -0.4 0.2 0.3
H -0.5906 1.3074 8.0660 -0.1 -0.1 -0.1
H 0.7756 0.1978 8.1769 -0.1 -0.3 -0.3
H -0.3702 0.2815 9.4635 -0.1 0.2 0.1
C 1.1833 4.5563 -1.8793 -0.9 0.5 0.2
C -0.3817 4.5190 -1.7949 0.8 -0.8 -0.6
N -0.9699 3.1935 -2.0455 0.1 -0.1 -0.5
C -2.4233 3.2965 -1.8181 0.2 -0.3 0.3
C -3.1493 1.9724 -1.9489 0.0 -0.2 0.6
C -0.5667 2.6174 -3.3689 -0.4 0.3 0.6
C -1.0880 3.3459 -4.6301 0.6 -0.1 0.8
H 1.4920 5.5508 -1.5574 0.1 0.1 0.0
H 1.6018 4.4236 -2.8770 -0.3 -0.1 -0.1
H 1.6776 3.8439 -1.2188 -0.3 -0.2 0.1
H -0.7064 4.8613 -0.8123 0.1 -0.1 0.1
H -0.8404 5.2014 -2.5104 0.3 0.6 -0.2
H -2.5179 3.6311 -0.7851 -0.1 0.0 0.1
H -2.9415 4.0688 -2.3866 0.2 0.3 -0.6
H -2.8687 1.3612 -1.0911 0.3 -0.4 -0.2
H -4.2292 2.0597 -1.8287 -0.1 0.3 -0.3
H -2.9342 1.4422 -2.8766 -0.1 0.0 0.0
H -0.8325 1.5604 -3.3555 -0.3 0.0 -0.1
H 0.5225 2.5834 -3.3902 0.0 0.2 0.0
H -0.8207 4.3973 -4.5237 -0.3 0.1 -0.2
H -2.1640 3.2424 -4.7703 0.0 0.0 0.0
H -0.5461 2.9900 -5.5063 -0.2 -0.2 -0.1
C 5.2410 -1.2707 0.3187 -0.5 0.4 -0.4
C 4.4372 -2.5081 -0.0444 0.4 1.2 0.4
N 3.9251 -2.5088 -1.4294 1.5 -2.5 0.5
C 4.8726 -2.2630 -2.5223 -0.5 1.0 -0.5
C 4.2661 -2.2273 -3.9401 -0.1 0.2 0.7
C 3.0005 -3.6115 -1.6431 -1.9 1.1 -0.4
C 3.6395 -4.9797 -1.7646 0.7 -0.1 0.2
H 4.6454 -0.4236 -0.0214 0.3 0.3 -0.1
H 6.2254 -1.2671 -0.1493 0.0 0.1 0.2
H 5.3104 -1.1511 1.3999 0.2 -0.3 0.0
H 5.1002 -3.3650 0.0759 -0.1 -0.5 -0.3
H 3.6297 -2.6209 0.6789 -0.3 -0.2 -0.4
H 5.6671 -3.0059 -2.4528 0.0 -0.4 0.2
H 5.3639 -1.3106 -2.3231 -0.1 0.0 0.1
H 3.8861 -3.1737 -4.3249 0.3 -0.1 0.1
H 5.0447 -1.8380 -4.5961 -0.1 -0.1 -0.1
H 3.4286 -1.5297 -3.9324 0.0 0.1 -0.2
H 2.2641 -3.5545 -0.8415 0.1 -0.2 0.1
H 2.4515 -3.3744 -2.5544 0.0 -0.1 -0.1
H 2.8997 -5.7737 -1.6624 -0.1 0.3 0.0
H 4.1354 -5.0855 -2.7295 0.1 -0.1 0.1
H 4.3513 -5.0837 -0.9457 0.1 -0.3 -0.1
C 3.1721 -1.2798 6.9743 0.6 -0.8 1.1
C 4.3769 -1.0848 6.0605 -0.3 0.3 -1.2
N 4.3673 -1.8031 4.7822 0.7 -0.7 0.0
C 3.2338 -1.4270 3.9054 2.0 -0.7 0.4
C 3.3040 0.0179 3.4852 -0.5 0.1 -0.1
C 4.6514 -3.2866 4.9022 -0.5 0.6 -0.6
C 5.3111 -3.8924 3.6105 -0.1 1.3 1.1
H 2.1402 -1.2058 6.6311 0.2 0.2 -0.7
H 3.2535 -0.5860 7.8111 0.0 0.0 0.1
H 3.2738 -2.2800 7.3954 -0.3 -0.1 0.2
H 4.4501 -0.0230 5.8251 0.1 0.1 -0.1
H 5.3342 -1.3537 6.5069 -0.3 0.0 0.6
H 3.4808 -1.9689 2.9925 -0.9 -0.7 -0.1
H 2.2938 -1.6500 4.4102 -0.4 -0.3 -0.6
H 4.2994 0.2878 3.1323 0.2 0.1 0.5
H 2.6671 0.1409 2.6092 -0.3 0.2 0.1
H 2.9203 0.6383 4.2951 0.3 0.4 -0.2
H 3.7251 -3.7967 5.1667 -0.3 -0.4 -0.3
H 5.3023 -3.5173 5.7455 0.2 0.6 0.0
H 5.8709 -4.8136 3.7718 -0.7 -0.3 0.1
H 6.1049 -3.1934 3.3472 -0.1 0.3 -0.4
H 4.5567 -3.9457 2.8256 0.3 -0.3 -0.2
C -4.0335 3.0290 2.8826 0.9 1.0 0.3
C -2.8331 3.3568 1.9740 -0.3 -0.4 0.8
N -1.5379 3.1931 2.6576 -0.6 0.4 0.1
C -0.4576 3.5083 1.7127 -0.3 -0.4 0.4
C 0.9182 3.1966 2.2501 -0.4 0.9 0.3
C -1.4875 3.9931 3.9253 1.1 0.4 -0.5
C -1.4192 5.5450 3.7563 -0.6 -1.0 0.1
H -4.9266 2.9031 2.2705 0.0 -0.3 0.3
H -4.1801 3.8623 3.5698 -0.4 0.2 -0.1
H -3.7823 2.2205 3.5692 -0.3 -0.5 -0.5
H -2.9330 2.6898 1.1177 0.6 -0.1 -0.1
H -2.9176 4.3781 1.6026 -0.2 0.3 -0.3
H -0.5852 2.8984 0.8184 -0.4 0.0 -0.1
H -0.4818 4.5537 1.4050 -0.1 0.3 -0.2
H 1.6182 3.3849 1.4361 0.3 -0.6 0.0
H 1.1672 3.9433 3.0041 0.2 -0.2 0.3
H 0.8970 2.1980 2.6864 0.5 0.0 -0.2
H -0.6101 3.6481 4.4725 0.2 0.0 0.0
H -2.3140 3.7658 4.5986 -0.2 -0.2 -0.4
H -1.4510 6.0377 4.7280 0.1 -0.1 0.0
H -2.3415 5.8113 3.2400 0.2 0.5 -0.2
H -0.5427 5.8995 3.2140 -0.1 -0.1 0.0
C 0.9437 -0.6314 -2.2588 0.2 -0.1 0.5
C 0.6139 -0.8609 -0.7919 -0.3 0.3 -0.1
O -0.0691 -1.8078 -0.4587 0.5 0.4 0.1
C 1.1893 0.1713 0.1623 -0.4 -0.1 0.0
H 0.0364 -0.6401 -2.8629 0.1 -0.1 0.0
H 1.5816 -1.4796 -2.5072 -0.1 0.0 -0.5
H 1.5017 0.2885 -2.4337 -0.1 0.0 0.0
H 0.6326 0.2202 1.0981 0.0 -0.1 0.0
H 1.1817 1.1437 -0.3301 -0.1 0.1 0.1
H 2.2300 -0.0460 0.4028 0.2 -0.2 -0.1
C 3.0359 0.0255 -6.8133 0.4 -0.2 -0.5
C 2.5229 0.9095 -5.7242 -1.7 -1.0 0.5
O 1.4472 0.6796 -5.1830 0.9 0.3 -0.3
C 3.4198 2.0051 -5.2829 -0.5 0.5 0.6
H 2.5214 -0.9259 -6.9482 -0.3 0.2 0.3
H 4.0947 -0.1744 -6.6484 0.1 0.1 -0.1
H 2.9590 0.5634 -7.7582 0.1 0.1 -0.1
H 3.7172 2.6169 -6.1345 0.6 -0.2 0.2
H 4.2006 1.5067 -4.7083 0.7 0.3 -0.5
H 2.9232 2.6490 -4.5571 -0.2 0.0 -0.1
C -2.6028 0.2825 -6.9591 0.0 -0.2 -0.1
C -1.6783 -0.8681 -6.7809 0.6 -1.0 -2.0
O -1.3588 -1.5771 -7.7501 -0.3 1.1 2.4
C -1.2093 -1.0979 -5.3569 0.1 -0.6 -0.3
H -3.4177 -0.0556 -6.3191 -0.6 0.6 -0.1
H -2.8877 0.4068 -8.0039 -0.1 -0.1 0.2
H -2.1747 1.2089 -6.5762 -0.1 0.0 0.2
H -1.6984 -1.9546 -4.8931 0.0 -0.3 -0.4
H -1.4484 -0.2867 -4.6693 0.4 0.3 -0.3
H -0.1448 -1.3126 -5.4515 0.0 0.2 0.5
```
Forces are in eV/Å.

For the molar mass, the calculation gives 781.40 g mol⁻¹. Its net charge is +1. Its spin multiplicity is 2. As for the highest occupied orbital energy (spin up / spin down): -0.3619 / -0.3619 Ha. As for the energy: -63489.120 eV. For the orbital gap (spin up / spin down), the calculation gives 7.5 / 3.0 eV. Its expectation value of S² is 0.754.

---

[2]
Entry from the Open Molecules 2025 dataset: a structure of composition C6H23ClN4O2PTi (ωB97M-V with the def2-TZVPD basis set).

Structure (XYZ):
```
38
Properties=species:S:1:pos:R:3:forces:R:3
Ti 1.1009 0.2850 -1.2822 3.3 3.0 7.0
N 2.4195 -0.3668 -3.6097 10.3 -4.1 -8.9
H 2.8950 -0.9088 -2.9024 0.7 -0.8 -1.1
H 1.5458 0.0221 -3.2849 0.6 -0.9 -0.5
H 2.4452 -0.8786 -4.4801 0.2 -0.2 -0.5
H 3.1031 0.3734 -3.6792 -0.2 0.9 -0.5
Cl 2.4662 -1.2792 -1.4665 6.0 -5.9 0.9
O 0.9191 0.6950 -2.9226 -9.6 7.5 -5.5
H 0.3054 0.2847 -3.5625 -1.3 1.3 0.4
O -0.7022 0.7670 -1.2773 -5.9 2.6 -3.0
P -0.6960 0.3128 0.0890 0.4 -1.4 7.2
N -2.0977 -0.4953 0.5057 3.7 -0.3 1.7
C -2.1885 -1.4951 1.5845 0.4 1.0 -0.8
C -3.3132 -0.0142 0.0566 -1.3 -0.9 -2.0
N -0.4501 1.5324 1.2683 0.8 0.1 -1.7
C -0.3799 1.3677 2.6728 -1.8 -1.0 2.0
C -0.1325 2.9251 1.0347 -0.4 1.3 -0.3
N 0.5827 -0.8675 0.4159 -1.3 -1.5 -0.3
C 0.6959 -2.2841 -0.1017 -2.3 -1.0 1.5
C 1.8759 -0.3540 0.8484 -0.6 -0.1 3.4
H -2.4353 -2.4561 1.1332 0.0 -0.2 0.3
H -2.9881 -1.1559 2.2430 0.1 -0.3 0.3
H -1.2280 -1.5203 2.0993 -0.2 -0.3 0.1
H -3.7221 -0.9600 -0.2990 -1.3 0.3 -0.5
H -3.0852 0.5939 -0.8188 -0.7 0.4 0.1
H -4.0137 0.4013 0.7810 0.3 0.4 0.2
H 0.2563 2.0708 3.2103 0.4 0.0 -0.5
H -1.3803 1.5808 3.0496 -0.3 0.3 0.5
H -0.1973 0.3850 3.1077 0.4 -0.3 -0.7
H 0.7500 3.2803 1.5668 0.8 -0.6 -0.4
H -0.1225 3.3073 0.0140 0.1 -0.7 -0.1
H -0.8476 3.5509 1.5688 -0.8 0.0 -0.1
H 1.5637 -2.7716 0.3426 -0.1 0.2 -0.1
H -0.1592 -2.8789 0.2192 -0.4 0.2 0.4
H 0.7438 -2.3888 -1.1856 -0.5 -0.1 0.5
H 1.8462 0.7350 0.8143 0.5 0.5 -0.7
H 2.6756 -0.8764 0.3235 0.0 0.8 1.2
H 1.9493 -0.5192 1.9233 0.2 0.0 0.3
```
Forces are in eV/Å.

For the molar mass, the calculation gives 297.57 g mol⁻¹. Its net charge is 0. Its spin multiplicity is 4. As for the highest occupied orbital energy (spin up / spin down): -0.1342 / -0.3091 Ha. As for the energy: -61565.865 eV. For the orbital gap (spin up / spin down), the calculation gives 4.3 / 8.8 eV. Its expectation value of S² is 3.755.

---

[3]
Entry from the Open Molecules 2025 dataset: the ion H2NO2S with charge -1 (ωB97M-V with the def2-TZVPD basis set).

Structure (XYZ):
```
6
Properties=species:S:1:pos:R:3:forces:R:3
N 0.8736 0.8326 0.7402 -5.6 0.4 -2.9
S -0.3730 -0.0385 -0.1203 4.2 0.5 0.3
O -1.4897 0.8262 -0.3762 -0.3 0.8 -0.2
O -0.6955 -1.3074 0.4839 -0.2 -0.9 0.6
H 1.6898 0.3308 0.8320 2.0 -2.2 0.0
H -0.0052 -0.6437 -1.5596 -0.1 1.5 2.2
```
Forces are in eV/Å.

For the molar mass, the calculation gives 80.09 g mol⁻¹. Its net charge is -1. Its spin multiplicity is 1. As for the highest occupied orbital energy: -0.1377 Ha. As for the energy: -16451.839 eV. The value obtained for the energy above the lowest of the compared OMol25 structures with the same formula, charge and spin is 37.31 kcal per mole. For the orbital gap, the calculation gives 8.0 eV. Its SMILES is N=[S@H](=O)[O-].

---

[4]
Entry from the Open Molecules 2025 dataset: the molecule C4H8FNO (ωB97M-V with the def2-TZVPD basis set).

Structure (XYZ):
```
15
Properties=species:S:1:pos:R:3:forces:R:3
C -1.5743 1.7952 0.5359 0.9 2.8 -1.2
C -0.8385 0.3112 -0.9559 2.0 -2.2 1.1
C 0.5067 0.4186 -0.2054 2.5 0.3 -1.9
C 1.2148 -1.7435 0.6893 -4.7 0.8 1.0
N 1.4391 -0.6567 -0.2405 0.5 0.0 1.0
O -1.4060 1.4941 -0.8191 -2.0 3.3 1.4
F 1.2190 1.4953 -0.7995 -0.9 -0.8 0.9
H -2.2452 1.1858 1.0583 -0.7 -1.2 0.8
H -1.6329 2.9264 0.8133 0.3 -2.2 -0.9
H -0.7630 -0.0025 -1.9486 0.8 0.4 -2.2
H -1.3883 -0.5332 -0.6221 -0.9 -0.8 1.5
H 1.3786 -1.6322 1.7705 0.8 0.6 -0.3
H 0.0468 -1.9215 0.7279 2.0 0.3 -0.3
H 1.5743 -2.6458 0.3455 1.2 -1.8 -0.8
H 2.4691 -0.4911 -0.3496 -1.8 0.7 0.0
```
Forces are in eV/Å.

For the molar mass, the calculation gives 105.11 g mol⁻¹. Its net charge is 0. Its spin multiplicity is 1. As for the highest occupied orbital energy (spin up / spin down): -0.3004 / -0.2824 Ha. As for the energy: -10527.610 eV. The value obtained for the energy above the lowest of the compared OMol25 structures with the same formula, charge and spin is 112.86 kcal per mole. For the orbital gap (spin up / spin down), the calculation gives 8.6 / 8.3 eV.

---

| no. | strongest force on any atom (hartree/bohr) |
| --- | --- |
| 1 | 0.0579 |
| 2 | 0.2766 |
| 3 | 0.1240 |
| 4 | 0.0947 |